a) Density functional theory data (ωB97M-V/def2-TZVPD) for C11H22N2O3 as an isolated structure.

**Kohn-Sham gap**: 9.50 eV

```
! wB97M-V def2-TZVPD RIJCOSX def2/J DEFGRID3
* xyz 0 1
C 1.46 -1.15 1.84
C 1.29 -0.31 0.77
C 1.60 -2.62 1.12
C 0.22 -2.90 0.32
C 2.81 -2.93 0.36
C -0.18 1.20 -0.57
C 0.22 2.69 -0.63
C -1.83 0.99 -0.92
C -2.33 1.91 -1.95
C -2.19 -0.45 -1.13
C -3.77 -0.54 -1.28
H 0.14 -2.26 3.02
H 0.26 -0.88 3.68
H 2.36 -1.11 2.55
H 1.40 -3.11 2.22
H -0.02 -4.12 0.52
H 0.63 -2.85 -0.96
H -0.71 -2.11 0.45
H 3.71 -2.57 0.87
H 2.87 -2.07 -0.49
H 2.95 -3.77 -0.46
H -0.45 0.08 1.33
H 0.22 0.87 -1.64
H -2.38 1.31 0.06
H -2.15 2.87 -1.27
H -1.73 1.68 -3.03
H -3.43 1.49 -2.01
H -1.71 -0.83 -0.02
H -1.78 -0.95 -2.07
H -3.99 -1.56 -0.90
H -4.12 -0.18 -2.38
H -4.26 0.00 -0.41
H 0.16 2.90 1.19
N 0.26 -1.34 2.75
N 0.18 0.42 0.63
O 2.23 -0.42 -0.16
O 0.38 3.03 -1.78
O 0.55 3.42 0.50
*
```

=====

b) Density functional theory data (ωB97M-V/def2-TZVPD) for one molecule with the formula C11H22N2O3.

**Structure (SMILES)**: CC[C@H](C)[C@H](N)C(=O)N[C@H](C(=O)O)C(C)C
**Kohn-Sham gap**: 10.08 eV

```
! wB97M-V def2-TZVPD RIJCOSX def2/J DEFGRID3
* xyz 0 1
C -1.14 1.79 -0.26
C -1.21 0.30 -0.21
C -0.41 2.42 0.92
C -0.18 3.93 0.75
C -0.91 2.21 2.34
C -0.94 0.68 2.75
C 0.31 -1.78 -0.50
C 1.06 -2.34 0.61
C 1.02 -1.95 -1.85
C 2.55 -1.84 -1.78
C 0.51 -3.22 -2.66
H -3.15 1.65 0.05
H -2.66 1.62 -1.40
H -0.52 2.05 -1.16
H 0.64 2.07 1.02
H 0.53 4.33 1.52
H 0.25 4.08 -0.31
H -1.09 4.44 0.75
H -1.98 2.62 2.44
H -0.27 2.73 3.10
H -0.01 0.16 2.34
H -1.79 0.16 2.20
H -1.00 0.63 3.85
H 0.89 0.17 -0.01
H -0.69 -2.24 -0.43
H 0.75 -1.03 -2.38
H 2.98 -1.54 -2.78
H 2.93 -2.79 -1.36
H 2.78 -0.89 -1.25
H 0.60 -4.21 -2.18
H -0.54 -3.17 -3.06
H 1.09 -3.37 -3.60
H 1.64 -3.89 1.32
N -2.52 2.18 -0.57
N 0.00 -0.33 -0.26
O -2.27 -0.23 0.07
O 1.71 -1.72 1.41
O 1.03 -3.70 0.57
*
```

=====

The energy of each structure relative to the most stable one, in kJ/mol, is as follows: a) 644.2; b) 0.0.